Formula: C9H15N4
Source: the OMol25 dataset
Level of theory: wB97M-V/def2-TZVPD

## Properties
DFT total energy ... -570.5718 Eh
Net charge ... +1
HOMO (spin up / spin down) ... -12.84 / -12.84 eV
LUMO energy (spin up / spin down) ... -5.41 / -5.41 eV
Gap between HOMO and LUMO (spin up / spin down) ... 7.431 / 7.432 eV
Energy above the lowest of the compared OMol25 structures with the same formula, charge and spin ... 361.6 kJ/mol

Last column: natural (NBO) charge in e.
Element x y z (Å)
C: 3.686 0.336 -0.230  -0.12
C: 2.771 0.509 -1.259  -0.20
C: 3.246 -0.042 1.092  -0.19
C: 1.401 0.318 -0.985  -0.23
C: 1.917 -0.086 1.342  -0.15
C: 0.930 0.090 0.327  0.04
C: -1.111 1.290 0.730  0.50
C: -1.790 -0.824 -1.477  -0.47
C: -2.525 -1.684 0.699  -0.42
N: -2.147 1.517 1.403  -0.66
N: -0.701 2.305 -0.048  -0.81
N: -0.381 0.074 0.734  -0.24
N: -1.395 -1.298 -0.135  -0.29
H: 4.704 0.283 -0.419  0.22
H: 3.159 0.550 -2.250  0.23
H: 3.849 -0.035 1.925  0.23
H: 0.926 0.582 -1.901  0.23
H: 1.659 -0.508 2.257  0.23
H: -1.801 -1.728 -2.229  0.24
H: -2.877 -0.436 -1.619  0.26
H: -1.089 -0.129 -1.850  0.24
H: -3.132 -0.788 0.847  0.24
H: -3.005 -2.466 0.008  0.24
H: -1.939 -1.987 1.546  0.23
H: -2.549 0.786 1.968  0.35
H: -1.254 3.195 0.069  0.44
H: 0.191 2.349 -0.441  0.40
H: -0.742 -2.176 -0.104  0.44

***

Formula: C13H14Cl36NO3P2S
Source: the OMol25 dataset
Level of theory: wB97M-V/def2-TZVPD

## Properties
DFT total energy ... -18431.8290 Eh
Net charge ... +1
HOMO ... -12.26 eV
LUMO energy ... -2.91 eV
Gap between HOMO and LUMO ... 9.354 eV
Energy above the lowest of the compared OMol25 structures with the same formula, charge and spin ... 0.0 kJ/mol

Last column: natural (NBO) charge in e.
Element x y z (Å)
C: 2.121 0.925 0.259  -0.62
C: 0.675 0.585 -0.044  -0.21
N: -0.224 1.688 0.392  -0.97
P: -1.512 2.195 -0.476  1.64
C: -2.568 3.139 0.608  -1.00
S: -0.959 3.551 -1.931  -0.18
C: -2.402 0.883 -1.322  -1.23
P: -3.256 -0.444 -0.417  2.38
O: -4.019 -1.270 -1.333  -1.04
O: -2.129 -1.194 0.421  -0.99
O: -4.078 0.396 0.677  -1.02
H: 2.226 1.240 1.296  0.22
H: 2.744 0.040 0.116  0.24
H: 2.488 1.718 -0.392  0.22
H: 0.527 0.432 -1.115  0.19
H: 0.375 -0.332 0.464  0.21
H: -0.394 1.690 1.392  0.42
H: -3.424 3.503 0.040  0.29
H: -2.913 2.524 1.437  0.28
H: -2.002 3.993 0.984  0.28
H: -0.450 2.605 -2.740  0.17
H: -3.187 1.373 -1.907  0.31
H: -1.730 0.392 -2.033  0.31
H: -2.165 -1.066 1.373  0.52
H: -4.898 -0.051 0.928  0.54
C: -6.962 -2.332 -2.909  -0.22
Cl: -8.341 -2.975 -3.788  0.08
Cl: -6.827 -0.596 -3.190  0.05
Cl: -7.180 -2.609 -1.170  0.04
Cl: -5.494 -3.164 -3.435  0.07
C: -8.602 -7.490 -2.772  -0.23
Cl: -7.641 -8.772 -2.030  0.06
Cl: -8.243 -5.948 -1.981  0.04
Cl: -8.202 -7.365 -4.486  0.06
Cl: -10.318 -7.855 -2.589  0.06
C: -4.118 0.563 -6.434  -0.23
Cl: -2.375 0.872 -6.337  0.03
Cl: -4.612 0.510 -8.121  0.08
Cl: -4.490 -0.966 -5.643  0.07
Cl: -4.983 1.872 -5.606  0.04
C: -10.195 -5.529 -8.053  -0.23
Cl: -9.580 -4.899 -6.518  0.04
Cl: -9.022 -6.671 -8.719  0.06
Cl: -11.729 -6.353 -7.773  0.07
Cl: -10.433 -4.197 -9.186  0.06
C: 5.122 0.658 2.800  -0.23
Cl: 3.704 -0.280 3.314  0.04
Cl: 4.655 2.345 2.532  0.05
Cl: 6.348 0.581 4.056  0.08
Cl: 5.747 -0.017 1.296  0.07
C: 10.652 0.422 1.493  -0.23
Cl: 9.191 0.315 2.489  0.04
Cl: 10.995 -1.158 0.788  0.06
Cl: 10.384 1.601 0.203  0.06
Cl: 12.008 0.937 2.493  0.07
C: 7.477 4.759 4.976  -0.23
Cl: 8.192 3.555 3.902  0.06
Cl: 5.990 4.103 5.685  0.04
Cl: 8.604 5.159 6.266  0.07
Cl: 7.086 6.214 4.052  0.06
C: 8.268 7.635 9.972  -0.23
Cl: 9.644 6.808 10.708  0.06
Cl: 7.214 6.443 9.200  0.05
Cl: 7.368 8.507 11.213  0.06
Cl: 8.849 8.772 8.751  0.06
C: 4.479 -4.427 1.593  -0.23
Cl: 4.591 -5.506 0.206  0.07
Cl: 3.360 -3.097 1.215  0.02
Cl: 3.870 -5.309 2.992  0.07
Cl: 6.066 -3.752 1.959  0.07

***

Formula: C47H122BCrF10N8O16
Source: the OMol25 dataset
Level of theory: wB97M-V/def2-TZVPD

## Properties
Expectation value of S² ... 6.0069
DFT total energy ... -5573.9238 Eh
Net charge ... -1
Multiplicity ... 5
HOMO (spin up / spin down) ... -4.33 / -5.71 eV
LUMO energy (spin up / spin down) ... 1.53 / 1.53 eV
Gap between HOMO and LUMO (spin up / spin down) ... 5.854 / 7.241 eV

Last column: Löwdin spin population.
Element x y z (Å)
Cr: -2.936 1.452 2.606  3.76
B: -5.614 -0.371 2.501  0.00
F: -6.755 -0.381 1.724  0.00
F: -5.824 0.205 3.734  0.00
F: -5.072 -1.596 2.550  0.00
F: -4.676 0.474 1.854  0.03
C: -1.015 -0.879 1.233  0.01
O: -0.559 0.378 0.656  0.00
O: -1.960 -0.417 2.149  0.06
C: -1.287 -1.960 0.082  0.00
F: -0.188 -2.695 -0.194  0.00
F: -2.181 -2.791 0.606  0.00
F: -1.823 -1.486 -1.026  0.00
C: 0.634 0.333 -0.067  0.00
C: 0.851 1.697 -0.737  0.00
H: -0.078 1.964 -1.241  0.00
H: 1.032 2.441 0.039  0.00
H: 1.639 1.736 -1.488  0.00
H: 0.723 -0.415 -0.855  0.00
H: 1.492 0.138 0.577  0.00
H: -0.195 -1.276 1.831  0.00
C: -0.236 3.228 3.751  0.00
O: 0.187 2.106 4.578  0.00
O: -1.422 2.743 3.125  0.06
C: -0.170 4.527 4.571  0.00
F: 1.032 4.535 5.170  0.00
F: -0.272 5.635 3.828  0.00
F: -1.082 4.555 5.549  0.00
C: 1.298 1.392 4.037  0.00
C: 1.497 0.218 4.941  0.00
H: 1.745 0.477 5.970  0.00
H: 0.687 -0.500 5.071  0.00
H: 2.354 -0.302 4.515  0.00
H: 2.192 2.016 4.026  0.00
H: 1.206 0.990 3.028  0.00
H: 0.441 3.412 2.917  0.00
C: 5.691 -0.021 -2.163  0.00
C: 4.211 0.353 -2.214  0.00
O: 3.731 -0.042 -0.952  0.00
H: 5.877 -1.093 -2.238  0.00
H: 6.162 0.449 -1.300  0.00
H: 6.159 0.408 -3.049  0.00
H: 3.746 -0.212 -3.022  0.00
H: 4.209 1.428 -2.397  0.00
H: 3.528 -0.977 -1.022  0.00
C: 4.533 0.416 2.669  0.00
C: 5.419 1.148 1.714  0.00
O: 6.577 1.549 2.407  0.00
H: 3.618 0.107 2.165  0.00
H: 4.153 1.036 3.480  0.00
H: 4.961 -0.419 3.223  0.00
H: 4.948 2.005 1.233  0.00
H: 5.699 0.338 1.041  0.00
H: 6.378 2.301 2.970  0.00
C: -2.966 -0.240 -4.108  0.00
C: -4.154 0.155 -4.970  0.00
O: -4.281 1.571 -4.797  0.00
H: -3.059 0.016 -3.052  0.00
H: -2.047 0.213 -4.479  0.00
H: -2.777 -1.310 -4.186  0.00
H: -5.021 -0.421 -4.648  0.00
H: -3.996 -0.074 -6.024  0.00
H: -3.466 1.985 -5.089  0.00
C: -0.592 -4.405 2.717  0.00
C: -1.449 -4.984 3.850  0.00
C: -2.851 -4.316 3.919  0.00
O: -3.552 -4.903 5.015  0.00
C: -4.848 -4.312 5.145  0.00
N: -1.494 -6.435 3.863  0.00
H: 0.368 -4.906 2.588  0.00
H: -0.382 -3.342 2.834  0.00
H: -1.229 -4.587 1.852  0.00
H: -0.948 -4.658 4.761  0.00
H: -3.403 -4.422 2.985  0.00
H: -2.737 -3.234 3.990  0.00
H: -5.395 -4.762 5.972  0.00
H: -5.358 -4.587 4.222  0.00
H: -4.907 -3.226 5.229  0.00
H: -2.127 -6.693 4.607  0.00
H: -1.953 -6.654 2.990  0.00
C: 3.494 4.506 -1.012  0.00
C: 4.930 5.004 -1.286  0.00
C: 5.786 3.806 -1.850  0.00
O: 7.116 4.195 -2.102  0.00
C: 7.854 3.344 -3.003  0.00
N: 4.868 6.118 -2.230  0.00
H: 3.439 3.726 -0.253  0.00
H: 3.199 4.090 -1.975  0.00
H: 2.747 5.279 -0.831  0.00
H: 5.278 5.464 -0.361  0.00
H: 5.302 3.408 -2.742  0.00
H: 5.836 2.961 -1.163  0.00
H: 7.555 3.303 -4.050  0.00
H: 7.958 2.341 -2.589  0.00
H: 8.900 3.640 -3.081  0.00
H: 5.744 6.486 -2.574  0.00
H: 4.490 5.664 -3.049  0.00
C: -5.779 -4.540 -2.341  0.00
C: -5.023 -4.953 -1.104  0.00
C: -3.496 -4.652 -1.157  0.00
O: -2.856 -5.361 -2.153  0.00
C: -1.434 -5.204 -2.189  0.00
N: -5.636 -4.257 0.002  0.00
H: -5.314 -5.024 -3.199  0.00
H: -5.723 -3.475 -2.567  0.00
H: -6.850 -4.735 -2.284  0.00
H: -5.117 -6.037 -1.033  0.00
H: -3.096 -4.870 -0.167  0.00
H: -3.377 -3.569 -1.199  0.00
H: -1.035 -5.905 -2.921  0.00
H: -0.930 -5.365 -1.236  0.00
H: -1.264 -4.179 -2.521  0.00
H: -5.238 -4.558 0.880  0.00
H: -5.350 -3.289 0.032  0.00
C: 3.875 -2.896 0.887  0.00
C: 3.443 -3.506 -0.426  0.00
C: 2.686 -4.895 -0.362  0.00
O: 3.630 -5.878 0.121  0.00
C: 4.645 -6.286 -0.802  0.00
N: 2.521 -2.555 -1.029  0.00
H: 4.412 -3.590 1.533  0.00
H: 2.998 -2.613 1.470  0.00
H: 4.542 -2.037 0.820  0.00
H: 4.338 -3.664 -1.027  0.00
H: 2.074 -5.233 -1.198  0.00
H: 1.928 -4.754 0.408  0.00
H: 5.177 -7.189 -0.501  0.00
H: 5.346 -5.478 -1.011  0.00
H: 4.066 -6.632 -1.658  0.00
H: 1.684 -2.429 -0.478  0.00
H: 2.281 -2.859 -1.961  0.00
C: 4.341 -4.360 -4.047  0.00
C: 3.105 -5.130 -4.353  0.00
C: 1.921 -4.203 -4.682  0.00
O: 1.526 -3.411 -3.567  0.00
C: 0.504 -2.530 -3.924  0.00
N: 3.324 -6.139 -5.393  0.00
H: 4.714 -3.854 -4.938  0.00
H: 5.146 -4.971 -3.638  0.00
H: 4.114 -3.557 -3.347  0.00
H: 2.752 -5.693 -3.489  0.00
H: 1.046 -4.739 -5.050  0.00
H: 2.290 -3.558 -5.479  0.00
H: -0.376 -2.937 -4.421  0.00
H: 0.853 -1.708 -4.549  0.00
H: 0.107 -2.099 -3.005  0.00
H: 2.581 -6.822 -5.360  0.00
H: 4.139 -6.710 -5.221  0.00
C: -0.174 5.314 0.511  0.00
C: -1.681 5.569 0.426  0.00
C: -1.961 6.936 -0.225  0.00
O: -1.204 7.987 0.418  0.00
C: -1.527 8.180 1.796  0.00
N: -2.231 4.548 -0.446  0.00
H: -0.072 4.271 0.810  0.00
H: 0.282 6.001 1.223  0.00
H: 0.394 5.326 -0.420  0.00
H: -2.108 5.424 1.418  0.00
H: -3.030 7.142 -0.267  0.00
H: -1.622 6.896 -1.261  0.00
H: -0.982 7.571 2.517  0.00
H: -2.584 8.183 2.063  0.00
H: -1.227 9.197 2.050  0.00
H: -3.200 4.663 -0.703  0.00
H: -1.685 4.452 -1.291  0.00
C: -3.527 2.187 6.447  0.00
C: -2.939 0.944 5.814  0.00
C: -3.035 -0.287 6.788  0.00
O: -2.427 -1.401 6.156  0.00
C: -2.257 -2.509 6.997  0.00
N: -3.513 0.567 4.497  0.01
H: -3.447 3.069 5.812  0.00
H: -3.041 2.438 7.389  0.00
H: -4.549 2.144 6.824  0.00
H: -1.870 1.140 5.728  0.00
H: -4.091 -0.367 7.049  0.00
H: -2.470 0.014 7.670  0.00
H: -1.769 -2.171 7.911  0.00
H: -1.629 -3.253 6.505  0.00
H: -3.214 -2.993 7.191  0.00
H: -4.513 0.544 4.634  0.00
H: -3.257 -0.409 4.462  0.00
C: -2.694 4.581 -6.043  0.00
C: -1.601 3.677 -5.475  0.00
C: -1.583 3.760 -3.911  0.00
O: -1.178 4.945 -3.245  0.00
C: -0.045 5.656 -3.746  0.00
N: -1.917 2.377 -6.008  0.00
H: -3.664 4.325 -5.615  0.00
H: -2.849 4.538 -7.122  0.00
H: -2.502 5.633 -5.834  0.00
H: -0.651 4.000 -5.899  0.00
H: -0.894 2.986 -3.575  0.00
H: -2.564 3.509 -3.508  0.00
H: -0.295 5.983 -4.755  0.00
H: 0.843 5.029 -3.824  0.00
H: 0.176 6.526 -3.128  0.00
H: -1.170 1.760 -5.721  0.00
H: -1.918 2.380 -7.018  0.00
C: -3.231 1.532 -0.597  0.00
O: -2.823 2.158 0.630  0.03
H: -4.130 1.988 -1.012  0.00
H: -2.408 1.546 -1.312  0.00
H: -3.584 0.513 -0.440  0.00
H: -2.515 3.009 0.312  0.00